# 1
25
Properties=species:S:1:pos:R:3 method="wB97M-V/def2-TZVPD" lumo_energy_ev=1.0 homo_energy_ev=-9.0 de_lowest_kcal_mol=18.74 smiles=C[Si](C)(c1cc[nH]n1)c1cc[nH]n1
C 2.28149 -0.63230 -0.99940
C -1.69006 -1.03270 -0.86483
C 3.20903 -1.47171 -0.51372
C -2.90016 -1.56769 -0.56636
C 1.49966 -0.29951 0.11886
C -1.41094 -0.16026 0.18911
C -0.24493 1.96613 -1.48631
C 0.02667 2.16506 1.77319
N 1.92997 -0.88424 1.17731
N -2.42227 -0.22893 1.09706
N 2.99877 -1.64373 0.79482
N -3.24080 -1.10165 0.61890
Si -0.02156 1.03651 0.27219
H 1.90289 -0.38622 -2.02866
H -0.98849 -1.28822 -1.72641
H 4.13109 -1.93676 -0.81133
H -3.62175 -2.32727 -1.05679
H -1.11180 2.59921 -1.33695
H 0.65033 2.51173 -1.82349
H -0.61316 1.22846 -2.12886
H 0.76350 1.65095 2.54603
H 0.36914 3.16693 1.68100
H -0.96476 2.17963 2.25357
H 3.47816 -2.19201 1.54356
H -4.01002 -1.35139 1.27752

# 2
15
Properties=species:S:1:pos:R:3 method="wB97M-V/def2-TZVPD" lumo_energy_ev=-5.7 homo_energy_ev=-15.8 de_lowest_kcal_mol=110.68 smiles="C=CC1=[N+]=C1CC" total_charge=+1
C -1.00605 -0.41333 -0.20035
C 0.29484 -0.93473 -0.02176
C -3.31099 0.34798 0.09565
C -2.01254 0.57391 -0.20903
C 2.40052 0.54960 -0.11379
C 1.74531 -0.77456 0.15891
N -0.74501 -1.74754 -0.10025
H -3.81675 1.18568 0.26083
H -3.81782 -0.67060 0.05434
H -1.62571 1.66127 -0.27429
H 2.72056 0.73392 -1.14697
H 3.33450 0.64717 0.42551
H 1.76188 1.43814 0.10245
H 1.76503 -0.81886 1.25841
H 2.31223 -1.77806 -0.28966

# 3
97
Properties=species:S:1:pos:R:3 method="wB97M-V/def2-TZVPD" lumo_energy_ev=0.0 homo_energy_ev=-8.8 de_lowest_kcal_mol=94.79 smiles="O=S1(=O)OCCO1.O=S1(=O)OCCO1.CNC(C)=O.CNC(C)=O.CNC(C)=O.C1CCOC1.C1CCOC1.C1CCOC1"
C -18.84791 2.52184 -6.66924
C -19.76171 1.41979 -6.06625
O -20.90323 1.32028 -6.48363
N -19.13585 0.71029 -5.08703
C -19.61942 -0.51854 -4.57036
H -18.92087 2.44337 -7.75396
H -17.79426 2.48642 -6.39234
H -19.41937 3.44868 -6.61912
H -18.15329 0.90336 -4.95517
H -20.70939 -0.51055 -4.57053
H -19.43870 -0.80897 -3.53542
H -19.18758 -1.25714 -5.24569
C -20.71648 -4.73286 -7.74854
C -19.55411 -3.77860 -7.36048
O -18.84040 -3.96123 -6.38495
N -19.39487 -2.83661 -8.26908
C -18.51629 -1.71994 -8.09208
H -20.55187 -5.69034 -7.25434
H -20.59889 -4.87435 -8.82290
H -21.74741 -4.41274 -7.59750
H -19.96477 -2.77808 -9.10088
H -17.95667 -1.78403 -7.15890
H -19.13131 -0.82030 -8.11432
H -17.85662 -1.70372 -8.95964
C -15.07992 0.30725 -6.81225
C -15.12172 0.91567 -5.48097
O -16.21459 0.90218 -4.81301
N -13.91050 1.31494 -4.95572
C -13.82838 1.87965 -3.55338
H -14.99498 1.05797 -7.59795
H -16.02930 -0.22470 -6.87392
H -14.21641 -0.35700 -6.77728
H -13.05281 1.16426 -5.46736
H -12.93269 2.49884 -3.60277
H -13.81369 1.02805 -2.87318
H -14.70948 2.49914 -3.38607
C -12.40608 0.50636 -9.12258
C -12.72082 1.80549 -9.84128
O -13.98873 1.65964 -10.38285
S -14.49374 0.09865 -10.39805
O -14.06546 -0.45239 -11.68368
O -15.86415 0.00681 -9.98536
O -13.45409 -0.42973 -9.28829
H -12.40901 0.77341 -8.06581
H -11.39876 0.14601 -9.33130
H -12.04359 1.95535 -10.68212
H -12.68925 2.71929 -9.24792
C -23.29148 -8.95844 -10.68199
C -23.74757 -7.55659 -10.93487
O -22.57349 -6.75418 -10.96156
S -21.14833 -7.62413 -11.04441
O -20.13322 -7.05097 -10.18057
O -20.89762 -7.77310 -12.48630
O -21.87755 -8.89355 -10.40585
H -23.59167 -9.65832 -11.46183
H -23.77968 -9.27694 -9.76095
H -24.46073 -7.31929 -10.14545
H -24.15567 -7.43407 -11.93814
C -19.53972 -9.93757 -8.08757
C -18.24823 -10.31241 -7.35940
C -18.85665 -10.45186 -6.01793
O -19.69139 -9.29840 -5.92784
C -20.17091 -8.90661 -7.21253
H -20.01273 -10.91943 -8.10542
H -19.41930 -9.65739 -9.13405
H -17.45456 -9.56549 -7.37685
H -17.79830 -11.26649 -7.63398
H -18.08076 -10.48896 -5.25326
H -19.49034 -11.32887 -5.88605
H -19.56088 -8.04781 -7.49259
H -21.21111 -8.67167 -7.43809
C -21.02379 0.96309 -10.59847
C -19.96427 0.73256 -11.58062
C -19.56726 -0.65138 -11.44878
O -20.65883 -1.33590 -11.02882
C -21.63451 -0.42786 -10.44068
H -21.75641 1.69126 -10.94653
H -20.66510 1.34894 -9.64424
H -19.12297 1.38679 -11.35194
H -20.26852 0.91483 -12.61131
H -18.66818 -0.74513 -10.83972
H -19.35259 -1.13269 -12.40291
H -21.71012 -0.76264 -9.40612
H -22.61847 -0.35450 -10.90388
C -25.14436 -6.56217 -4.68120
C -25.09622 -5.52260 -5.70926
C -26.31300 -5.84713 -6.65727
O -26.46419 -7.19741 -6.54908
C -25.61840 -7.78829 -5.50364
H -25.87233 -6.42834 -3.88104
H -24.16372 -6.47723 -4.21298
H -24.14618 -5.42692 -6.23498
H -25.11353 -4.51233 -5.30041
H -25.82711 -5.71048 -7.62337
H -27.16334 -5.18666 -6.48757
H -24.73312 -8.31719 -5.85670
H -26.20684 -8.37138 -4.79523

# 4
115
Properties=species:S:1:pos:R:3 method="wB97M-V/def2-TZVPD" lumo_energy_ev="3.6 / 3.6" homo_energy_ev="-1.3 / -2.8" multiplicity=3 de_lowest_kcal_mol=0.00 total_charge=-2
Ti -1.05427 -1.58423 0.39624
C 2.25365 4.55710 1.54789
C 3.05320 3.42930 0.97904
C 4.48662 3.45983 0.91127
C 5.18168 2.34165 0.46492
N 4.60429 1.21883 0.03961
N 3.24027 1.25459 0.02487
B 2.18930 0.13534 -0.04030
N 2.41367 -0.93081 0.99980
N 2.95805 -0.36773 2.14012
C 3.52495 -1.15932 3.00392
C 3.55286 -2.55789 2.85734
C 2.73587 -3.12696 1.86055
C 2.46747 -4.60486 1.85951
C 2.12705 -2.29351 0.95440
S 0.90865 -2.91664 -0.15013
C 4.13342 -0.47740 4.22642
C 3.35144 -0.90772 5.47435
C 4.07240 1.04429 4.09469
C 5.59883 -0.90490 4.36674
N 2.09572 -0.46482 -1.49030
N 3.33563 -0.84285 -1.81432
C 3.60374 -1.23086 -3.02126
C 2.59973 -1.22085 -4.01829
C 1.32845 -0.87451 -3.69166
C 0.21590 -0.89996 -4.69026
C 1.04708 -0.53493 -2.32567
S -0.55707 -0.29777 -1.82282
C 5.04182 -1.63344 -3.30521
C 5.07074 -2.98402 -4.02829
C 5.67409 -0.55371 -4.19441
C 5.82717 -1.74053 -1.99761
C 2.49672 2.28123 0.52386
S 0.88234 1.60688 0.40548
C 6.71080 2.28038 0.42388
C 7.15740 2.11916 -1.03450
C 7.18104 1.06714 1.23455
C 7.36369 3.53560 0.99971
H 2.58261 4.79914 2.56376
H 1.19496 4.29812 1.58849
H 2.35783 5.46772 0.94800
H 5.01465 4.33532 1.26181
H 4.04579 -3.18918 3.58434
H 3.06185 -5.09483 2.63253
H 2.70359 -5.05587 0.89401
H 1.41071 -4.80690 2.04708
H 2.30008 -0.62752 5.38233
H 3.76146 -0.42260 6.36525
H 3.39700 -1.98870 5.61790
H 3.04240 1.39248 4.01446
H 4.59132 1.38684 3.19781
H 4.53608 1.50124 4.97475
H 5.69394 -1.98240 4.51158
H 6.05175 -0.40540 5.22840
H 6.16441 -0.63267 3.47366
H 2.83659 -1.51060 -5.03521
H 0.60078 -1.13224 -5.68358
H -0.30455 0.05811 -4.71340
H -0.52976 -1.64213 -4.40125
H 4.56403 -2.94580 -4.99479
H 4.59095 -3.75542 -3.42324
H 6.10626 -3.28286 -4.20767
H 5.13335 -0.44543 -5.13810
H 6.71018 -0.81484 -4.42439
H 5.66658 0.41091 -3.68347
H 5.41717 -2.52777 -1.36269
H 5.77298 -0.81372 -1.42668
H 6.87111 -1.97639 -2.22238
H 6.72668 1.21427 -1.46103
H 8.24858 2.05533 -1.09605
H 6.82547 2.97044 -1.63434
H 6.71111 0.15665 0.86407
H 6.90812 1.18277 2.28651
H 8.26919 0.96575 1.16961
H 7.09420 4.42681 0.42889
H 8.45108 3.42779 0.96225
H 7.07413 3.69278 2.04064
O -1.94422 0.14750 0.72354
C -2.91054 0.94544 0.69010
C -2.99352 2.01102 1.74634
C -2.73156 3.41725 1.19080
C -3.94722 4.02892 0.49438
C -4.46069 3.24929 -0.71234
C -4.91199 1.82274 -0.40811
N -3.79628 0.89812 -0.28023
H -2.25371 1.74698 2.49977
H -3.98342 1.96277 2.20830
H -1.87218 3.37937 0.51369
H -2.44059 4.06083 2.02401
H -3.70626 5.04978 0.18306
H -4.76046 4.10976 1.22553
H -3.68780 3.20652 -1.48625
H -5.31048 3.78638 -1.14366
H -5.51613 1.42465 -1.22317
H -5.53091 1.77019 0.49144
H -3.78195 0.10911 -0.92728
F -3.54434 1.54375 5.97588
C -2.83300 0.73634 5.13384
C -3.48159 -0.29220 4.48215
C -2.75116 -1.10285 3.62562
C -1.38481 -0.89889 3.41355
C -0.59767 -1.73863 2.47180
C -0.77748 0.16819 4.08022
C -1.49036 0.98828 4.94781
H -4.54444 -0.44672 4.61745
H -3.26690 -1.88446 3.07836
H -0.72147 -2.80720 2.67068
H 0.46423 -1.49570 2.56309
H 0.27419 0.36760 3.90034
H -1.01793 1.81471 5.46348
Se -6.03023 -0.99447 1.70872
Sb -5.76644 -2.29376 -0.28967
Se -2.76992 -2.94490 -0.05710
Se -6.62774 -4.50718 -0.32317
Se -5.55467 -1.15159 -2.39618

# 5
30
Properties=species:S:1:pos:R:3 method="wB97M-V/def2-TZVPD" lumo_energy_ev=-0.1 homo_energy_ev=-10.7 de_lowest_kcal_mol=171.63 smiles=O.O.O.O.O.O.O.O.O.O
O 2.76257 0.14205 3.61711
H 3.05579 0.55295 2.73424
H 1.97250 -0.55652 3.42142
O -1.68577 -0.68239 -0.24063
H -1.39055 -0.08811 0.40450
H -0.87811 -0.97706 -0.72882
O 0.68708 2.00964 -2.00070
H 0.52439 2.32626 -1.26913
H 0.02034 1.35636 -2.15768
O -1.35815 -0.60659 2.20767
H -2.07676 -0.06451 2.18420
H -1.37526 -0.65146 3.29080
O 2.37828 -1.10028 -1.74898
H 2.92775 -1.45251 -2.48691
H 1.69134 -1.53111 -2.14046
O -3.71459 2.35622 -0.49534
H -2.84041 2.62020 -0.15278
H -4.04753 1.53090 -0.02341
O 0.54740 -1.31636 -3.80974
H 1.12061 -0.67619 -3.61541
H -0.03322 -1.63439 -3.13689
O -2.18484 1.77333 2.01177
H -1.59780 2.11700 1.24689
H -2.62851 2.57303 2.16753
O 0.15179 -2.62663 0.03511
H 0.90628 -3.09127 -0.14181
H -0.52790 -3.01110 0.29243
O 2.22449 0.20128 0.43475
H 2.67370 -0.48148 -0.05691
H 2.69506 0.98874 0.15719

# 6
105
Properties=species:S:1:pos:R:3 method="wB97M-V/def2-TZVPD" lumo_energy_ev=-0.1 homo_energy_ev=-8.5 de_lowest_kcal_mol=5.11
C 2.92638 -3.77832 0.49144
C 2.09538 -2.50632 0.57644
O 2.46538 -1.82632 1.72644
H 2.44938 -4.57132 1.14744
H 3.93438 -3.65632 0.82244
H 2.88938 -4.08032 -0.51456
H 1.03538 -2.70932 0.64344
H 2.37238 -1.97532 -0.33156
H 2.12038 -0.90232 1.53144
C 4.58038 -0.76132 -1.33056
C 4.15738 0.06968 -2.52356
O 2.86738 -0.38132 -2.94056
H 4.43238 -1.82532 -1.55956
H 3.90738 -0.66932 -0.48756
H 5.58738 -0.53632 -0.94256
H 4.96138 -0.07432 -3.23656
H 4.10838 1.15768 -2.49556
H 2.79438 -0.36532 -3.92756
C -1.21462 -4.73832 1.82344
C -1.34262 -3.24032 2.28444
O -2.50962 -2.75632 1.74644
H -1.93462 -5.30032 2.35944
H -0.25662 -5.25432 2.20444
H -1.23462 -4.99232 0.76744
H -0.46262 -2.67532 1.97544
H -1.31362 -3.21732 3.41344
H -2.38962 -1.79632 1.63344
C -0.90962 -2.23432 -1.93656
C -1.31762 -1.02232 -2.73556
O -0.26262 -0.52032 -3.55356
H -1.58762 -2.50132 -1.15656
H 0.04638 -2.11532 -1.43256
H -0.83762 -3.09332 -2.56656
H -1.53662 -0.26232 -2.02256
H -2.18262 -1.26332 -3.29356
H -0.75662 0.10368 -4.18856
C 0.22338 -0.37832 4.07144
C -1.21162 -0.08232 4.28944
O -1.79162 -0.03932 2.95444
H 0.43838 -1.11832 3.31744
H 0.62738 -0.56432 5.04644
H 0.78438 0.49468 3.78044
H -1.52562 0.77868 4.76044
H -1.84962 -0.82432 4.70044
H -2.74362 0.04068 3.17444
C -4.54162 3.75868 2.46844
C -3.04762 3.39368 2.37144
O -2.72562 2.49368 1.27744
H -4.65962 4.31668 3.37944
H -5.19662 2.89568 2.62744
H -4.94662 4.39068 1.70244
H -2.67862 3.01968 3.35444
H -2.42862 4.17968 2.18544
H -1.85262 2.06468 1.45244
C 1.74438 3.02168 3.46644
C 0.52738 3.14468 2.57744
O 0.10038 4.46968 2.87344
H 2.35038 2.24568 3.08644
H 1.47938 2.88268 4.44044
H 2.43738 3.84768 3.33244
H 0.01938 2.19668 2.74744
H 0.77638 3.23568 1.50644
H 0.54438 5.08068 2.31144
C -4.39262 -0.56732 0.65644
O -3.17262 -0.49532 0.01944
N -4.94662 -1.72232 0.98444
N -5.11062 0.45668 1.01644
H -4.38162 -2.52132 0.70344
H -5.97762 -1.84232 0.96044
H -4.56862 1.31768 0.85544
H -6.08862 0.41568 1.29744
C 0.58038 0.42468 0.08844
O 1.60738 0.66868 0.96644
N -0.63362 0.19068 0.57444
N 0.74638 0.43168 -1.23156
H -0.72462 0.07768 1.58144
H -1.48362 -0.10832 0.12144
H 1.66238 0.32568 -1.65156
H 0.00038 0.13068 -1.87156
C 1.65538 -3.62332 -3.83256
O 1.82738 -4.91232 -4.31956
N 2.45538 -3.12832 -2.93456
N 0.85538 -2.79332 -4.37756
H 3.24938 -3.67232 -2.59456
H 2.33438 -2.20432 -2.57956
H 0.18238 -3.20832 -4.99256
H 0.57438 -1.89532 -3.98756
C 1.72638 2.18668 -4.34556
O 1.42338 3.15668 -5.36456
H 2.73238 1.81268 -4.35056
H 1.09938 1.34168 -4.51356
H 1.58238 2.56868 -3.32356
H 1.45338 4.05868 -4.95256
C 4.31038 2.84768 0.08944
O 2.94138 3.08868 -0.20856
H 4.81238 2.13168 -0.51856
H 4.46938 2.60568 1.12044
H 4.86438 3.80368 -0.05956
H 2.41538 2.26768 -0.05256
C -2.91762 2.01168 -2.51156
O -3.19462 3.35968 -1.92956
H -3.20262 1.18768 -1.85456
H -1.81262 1.92568 -2.64156
H -3.42062 1.81268 -3.44456
H -4.06762 3.41368 -1.81756